No. 1
DFT (the ωB97M-V functional and the def2-TZVPD basis) results for a structure of composition C17H24B3F8N7O8Pb in a non-equilibrium geometry.

The geometry in XYZ format:
```
68
Properties=species:S:1:pos:R:3:forces:R:3:lowdin_charge:R:1
Pb -0.799 1.841 -0.647 0.211 0.534 -0.099 1.54
C 4.729 0.759 1.566 0.192 0.177 0.692 0.01
C 3.387 0.533 0.936 1.207 0.826 1.222 -0.20
N 2.180 0.501 1.653 -1.177 -0.277 1.774 0.03
O 2.278 1.134 2.868 0.823 1.156 0.262 0.13
B 1.247 0.589 3.742 0.347 -0.540 -0.733 -1.06
F 1.571 0.647 5.029 -0.159 0.372 0.840 0.25
F -0.006 0.940 3.338 -0.608 0.249 0.328 0.21
O 1.423 -0.935 3.283 -0.454 1.577 0.900 0.14
N 1.815 -0.815 2.065 0.858 -2.943 -1.520 0.00
C 1.796 -1.951 1.414 0.691 2.654 -2.029 -0.12
C 1.081 -3.017 2.055 -1.886 0.522 0.974 0.02
C 2.181 -2.181 -0.017 -0.409 3.088 -1.321 -0.12
N 2.022 -1.321 -1.001 -0.665 -0.647 0.080 0.03
O 2.106 -1.647 -2.327 0.147 0.784 1.648 0.18
B 1.756 -0.368 -3.129 -1.355 0.301 -0.031 -1.02
F 0.524 -0.441 -3.819 0.714 -0.147 0.885 0.12
F 2.726 -0.067 -4.017 0.702 -0.002 -0.081 0.20
O 1.632 0.655 -2.007 -0.540 -0.525 -0.524 -0.05
N 1.864 0.097 -0.763 1.400 -0.385 -0.886 0.00
C 3.237 0.472 -0.352 -0.094 -0.861 -2.242 -0.16
C 4.371 0.583 -1.354 -2.197 0.161 -1.142 0.03
C 2.772 -3.429 -0.380 -1.800 -1.322 -2.106 0.02
H 4.995 1.808 1.645 -0.037 0.335 -0.652 0.10
H 4.854 0.505 2.605 -0.664 -0.714 0.484 0.08
H 5.489 0.206 1.035 0.208 0.068 -0.246 0.08
H 0.882 -3.741 1.286 -0.345 -0.872 0.439 0.09
H 1.538 -3.300 3.001 0.084 -0.598 -0.188 0.12
H 0.122 -2.471 2.384 0.993 -1.287 -0.465 0.14
H 4.013 1.179 -2.214 0.081 -0.310 0.336 0.10
H 5.077 1.171 -0.875 1.709 0.888 0.682 0.05
H 4.810 -0.315 -1.793 -0.266 -0.214 0.445 0.11
H 2.129 -3.856 -1.249 1.182 0.185 1.585 0.15
H 3.783 -3.310 -0.671 1.059 0.293 -0.584 0.10
H 2.753 -3.958 0.515 0.064 -1.909 1.021 0.07
O -2.354 -1.826 1.715 -0.402 0.725 0.239 0.17
C -1.904 -0.625 1.439 -0.543 0.397 0.323 -0.49
O -0.929 -0.417 0.759 0.807 -0.070 -0.425 -0.03
C -2.719 0.551 1.899 -1.700 1.750 -0.370 -0.14
C -3.801 0.587 2.788 1.590 0.354 0.315 0.04
C -4.394 1.824 3.076 -0.141 -1.958 -0.184 -0.03
C -4.042 2.929 2.385 -2.300 3.296 -0.626 0.00
C -3.212 2.822 1.305 1.557 -2.062 0.233 -0.17
N -2.515 1.672 1.146 0.108 0.120 -0.087 0.04
C -3.053 3.954 0.301 -0.774 1.237 0.797 -0.65
O -3.888 4.854 0.392 0.373 -0.591 -0.198 0.05
O -2.057 3.904 -0.472 0.741 -0.981 -0.810 -0.18
H -1.911 -2.435 1.081 0.343 -0.918 -0.077 0.09
H -4.039 -0.245 3.412 -0.257 -0.666 -0.043 0.12
H -5.251 1.775 3.708 -0.245 0.440 0.751 0.11
H -4.607 3.932 2.434 1.004 -1.739 0.293 0.16
N -2.671 0.613 -1.559 -1.153 2.101 -1.379 -0.05
C -2.859 0.679 -3.067 -0.559 0.029 -0.072 -0.20
C -2.758 2.148 -3.515 0.722 -1.330 -1.157 -0.25
N -1.357 2.538 -3.282 -0.197 -0.391 0.542 -0.05
H -2.511 -0.310 -1.235 -0.179 -1.199 0.301 0.04
H -3.515 1.086 -1.112 1.437 -1.272 -0.638 0.13
H -3.853 0.303 -3.319 -0.037 -0.027 0.115 0.11
H -2.164 0.052 -3.673 -0.032 0.368 1.094 0.13
H -3.494 2.737 -2.981 0.315 0.485 0.449 0.11
H -3.057 2.228 -4.594 0.293 -0.171 0.787 0.13
H -1.258 3.525 -3.096 0.431 0.052 -0.547 0.07
H -0.652 2.056 -3.884 -0.976 1.003 0.580 0.11
F -1.217 -3.677 0.201 0.053 0.134 0.426 0.05
B -1.141 -3.465 -1.236 1.630 -2.321 0.716 -1.21
F -1.071 -2.143 -1.420 0.025 2.255 -0.688 0.19
F -2.249 -4.040 -1.767 -0.096 -0.290 -0.688 0.18
F 0.166 -4.080 -1.634 -1.854 0.624 0.280 0.02
```
Forces are in eV/Å.

The value obtained for the LUMO energy is -1.636 eV. Its net charge is 0. The value obtained for the energy relative to the best compared isomer or geometry (same formula, charge and spin) is 231.1 kJ/mol.

=====

No. 2
DFT (the ωB97M-V functional and the def2-TZVPD basis) results for a structure of composition C17H24BaN7S3 in a non-equilibrium geometry.

The geometry in XYZ format:
```
52
Properties=species:S:1:pos:R:3:forces:R:3:lowdin_charge:R:1
Ba -0.071 0.222 -0.101 1.740 -0.243 0.023 1.77
N -1.664 -3.723 1.049 0.015 -0.040 0.003 0.12
C -2.249 -2.510 1.149 0.037 0.025 -0.154 -0.70
N -2.109 -1.572 0.244 -0.324 0.168 0.206 -0.06
C -2.790 -0.419 0.650 -0.273 0.031 -0.197 -0.47
C -3.395 -0.488 1.852 -0.075 0.003 -0.016 -0.34
S -3.194 -2.060 2.526 -0.029 -0.047 0.128 1.09
C -2.833 0.781 -0.237 -0.465 0.121 0.301 -0.51
C -3.497 0.859 -1.408 -0.012 -0.011 0.004 -0.36
S -3.377 2.451 -2.054 -0.078 0.018 -0.136 1.07
C -2.400 2.909 -0.704 0.011 -0.115 0.132 -0.71
N -2.177 1.953 0.163 -0.417 -0.010 -0.077 -0.07
N -1.853 4.146 -0.595 0.002 0.051 0.014 0.11
H -1.310 -3.994 0.146 0.001 0.002 0.001 0.12
H -1.920 -4.463 1.678 0.004 -0.005 0.009 0.11
H -3.977 0.271 2.348 -0.007 -0.002 -0.004 0.10
H -4.060 0.087 -1.906 -0.003 0.004 -0.001 0.10
H -2.199 4.886 -1.180 -0.002 -0.006 -0.008 0.10
H -1.561 4.423 0.329 0.020 -0.008 0.001 0.11
C -0.510 1.086 3.502 -0.034 0.001 0.089 -0.11
N 0.439 0.173 2.871 -0.074 0.178 -0.210 -0.35
C 0.499 -1.076 3.626 0.040 -0.066 -0.031 -0.08
C 1.775 0.810 2.846 -0.033 -0.023 0.005 -0.22
C 2.794 0.005 2.073 -0.105 0.088 -0.091 -0.33
C 3.965 -0.391 2.707 0.019 -0.041 -0.040 -0.07
C 4.922 -1.119 2.009 0.013 0.004 0.030 -0.10
C 4.690 -1.442 0.682 -0.010 0.030 0.061 -0.11
C 3.507 -1.030 0.072 -0.029 -0.003 -0.040 -0.20
C 2.510 -0.291 0.725 -0.058 -0.059 -0.150 -0.31
H -0.167 1.412 4.494 -0.005 -0.020 0.004 0.10
H -1.477 0.597 3.621 0.003 -0.003 -0.018 0.07
H -0.652 1.977 2.885 0.016 0.003 -0.008 0.07
H 0.793 -0.896 4.670 0.007 -0.003 -0.005 0.10
H 1.231 -1.743 3.173 -0.002 0.001 -0.005 0.09
H -0.478 -1.560 3.624 -0.009 0.010 0.001 0.06
H 2.109 0.994 3.878 0.001 -0.010 0.000 0.12
H 1.647 1.797 2.382 0.012 -0.008 -0.002 0.11
H 4.140 -0.135 3.748 -0.006 0.004 0.011 0.11
H 5.835 -1.428 2.501 0.002 -0.005 -0.008 0.10
H 5.430 -2.009 0.129 -0.005 -0.002 -0.020 0.09
H 3.379 -1.305 -0.977 -0.004 -0.002 0.005 0.06
C -1.127 0.938 -6.327 0.026 -0.035 -0.044 -0.10
N 0.067 0.227 -5.897 -0.010 0.019 -0.002 -0.05
C 0.311 -0.138 -4.639 0.030 0.083 0.166 -0.87
N 1.489 -0.741 -4.400 -0.085 0.010 0.037 0.11
S -0.815 0.159 -3.401 0.164 -0.084 0.030 0.54
H -1.089 1.019 -7.410 -0.019 0.023 0.004 0.09
H -1.167 1.934 -5.888 -0.005 0.001 0.012 0.08
H -2.020 0.388 -6.040 0.008 -0.003 0.006 0.07
H 0.786 0.070 -6.584 -0.020 -0.022 -0.025 0.14
H 2.141 -0.967 -5.132 0.002 0.009 -0.010 0.12
H 1.682 -1.072 -3.473 0.031 -0.011 0.019 0.09
```
Forces are in eV/Å.

The value obtained for the LUMO energy is -2.171 eV. Its net charge is +1. The value obtained for the energy relative to the best compared isomer or geometry (same formula, charge and spin) is 97.7 kJ/mol.

=====

No. 3
DFT (the ωB97M-V functional and the def2-TZVPD basis) results for a structure of composition C17H24Br2IN2O6 in a non-equilibrium geometry.

The geometry in XYZ format:
```
52
Properties=species:S:1:pos:R:3:forces:R:3:lowdin_charge:R:1
C 3.915 -0.877 0.879 0.542 -0.121 -0.248 0.16
C 2.835 -1.338 1.107 -0.953 0.706 0.125 -0.09
C 1.411 -1.694 0.915 0.739 -0.652 -0.607 -0.18
C 1.487 -2.866 -0.128 -0.361 -0.072 -0.173 -0.32
N 2.353 -4.000 0.197 -0.155 0.472 -0.035 0.07
C 1.960 -2.062 -1.404 0.886 0.205 0.730 -0.11
N 1.647 -0.565 -1.147 -2.237 -0.591 -1.117 -0.36
I 0.417 0.061 -2.761 0.511 0.692 -0.177 1.14
C 0.673 -0.659 -0.001 1.433 -0.748 1.261 -0.43
C 0.177 0.602 0.606 0.465 0.863 -0.107 -0.71
Br 1.420 1.993 1.084 -0.003 -0.859 -0.428 0.77
C -1.117 0.786 0.817 -1.670 -0.032 0.291 -0.71
C -2.179 -0.279 0.434 0.877 0.763 -0.332 -0.08
Br -1.782 2.422 1.592 0.151 -1.019 -0.394 0.75
H 4.874 -0.557 0.533 0.049 0.039 0.371 0.06
H 0.868 -1.875 1.844 -0.029 -0.187 -0.205 0.16
H 0.506 -3.325 -0.339 -0.165 0.880 0.139 0.15
H 1.927 -4.809 -0.243 0.353 -0.119 0.001 0.09
H 2.290 -4.184 1.195 0.219 0.059 -0.023 0.09
H 1.408 -2.306 -2.306 0.454 -0.418 0.031 0.06
H 3.050 -2.088 -1.483 -0.267 -0.465 -0.346 0.13
H 2.441 0.073 -1.049 0.110 -0.221 0.397 0.09
H -0.092 -1.300 -0.445 -0.504 0.753 0.325 0.09
H -2.012 -0.458 -0.639 -0.469 0.033 0.153 0.06
H -1.959 -1.235 0.923 -0.322 0.281 0.215 0.09
H -3.215 0.057 0.588 0.585 -0.229 0.033 0.06
C 4.666 4.218 -3.637 0.252 -0.070 -0.251 -0.01
C 4.306 2.902 -2.992 0.139 0.704 -0.230 -0.33
C 4.741 2.765 -1.557 -0.191 0.111 0.291 -0.09
O 4.850 1.338 -1.419 -0.200 -0.059 -0.097 0.02
C 5.145 0.844 -2.658 0.216 0.057 -0.371 -0.56
O 5.474 -0.277 -2.865 -0.161 -0.142 0.144 0.17
O 5.008 1.804 -3.604 -0.119 -0.304 0.443 0.10
H 4.526 4.164 -4.716 -0.133 0.014 0.039 0.09
H 4.047 5.023 -3.242 -0.031 -0.053 0.015 0.10
H 5.714 4.467 -3.464 -0.018 -0.044 0.069 0.10
H 3.232 2.712 -3.104 0.018 -0.067 0.080 0.15
H 4.018 3.172 -0.853 -0.008 -0.222 0.074 0.12
H 5.722 3.203 -1.359 -0.014 0.049 -0.142 0.15
C -7.200 -0.188 4.195 -0.214 0.297 -0.095 -0.02
C -6.791 -0.823 2.889 -0.253 0.233 0.553 -0.33
C -5.375 -0.548 2.467 0.472 -0.161 0.256 -0.12
O -5.438 -0.690 1.051 -0.232 0.009 -0.167 0.02
C -6.717 -0.376 0.680 -0.357 0.097 0.073 -0.54
O -7.070 -0.219 -0.438 0.100 0.004 -0.073 0.18
O -7.517 -0.265 1.777 0.451 -0.213 -0.332 0.09
H -8.281 -0.238 4.321 0.032 -0.136 0.030 0.09
H -6.724 -0.693 5.035 -0.002 -0.045 -0.047 0.09
H -6.925 0.868 4.223 0.056 -0.030 -0.045 0.09
H -6.998 -1.897 2.917 0.070 0.000 -0.100 0.16
H -4.665 -1.255 2.896 0.038 -0.042 -0.178 0.14
H -5.047 0.472 2.688 -0.147 0.001 0.178 0.14
```
Forces are in eV/Å.

The value obtained for the LUMO energy is -5.162 eV. Its net charge is +1.

=====

No. 4
DFT (the ωB97M-V functional and the def2-TZVPD basis) results for a structure of composition C17H24Cl2O5PdS in a non-equilibrium geometry.

The geometry in XYZ format:
```
50
Properties=species:S:1:pos:R:3:forces:R:3:lowdin_charge:R:1
C -2.209 0.023 -2.911 1.225 0.072 -0.592 -0.21
C -1.172 -0.858 -3.370 1.080 1.391 -1.193 -0.28
C -0.081 -0.058 -3.839 -1.931 -1.627 1.231 -0.20
C -1.307 -2.300 -3.632 -0.404 -0.665 -0.022 -0.13
C -0.403 1.314 -3.570 -1.432 0.390 1.180 -0.17
C -1.721 1.354 -2.995 0.755 0.272 0.173 -0.21
C -2.442 2.500 -2.426 0.347 -0.112 -0.404 -0.04
C -3.545 -0.397 -2.476 -0.251 -0.404 0.404 -0.06
C 1.151 -0.622 -4.398 0.486 -0.107 -0.189 -0.07
C 0.505 2.461 -3.758 0.085 0.324 0.041 -0.05
Pd -0.373 -1.024 -0.721 0.037 1.440 0.658 0.52
Cl 1.525 -2.094 -1.341 1.552 -1.206 -0.552 -0.12
Cl -1.948 -2.740 -0.587 -0.764 -0.793 0.600 -0.14
O 0.718 0.748 -0.927 -0.999 0.930 1.480 -0.49
H -2.057 -2.720 -2.962 0.048 -0.103 -0.241 -0.02
H -0.385 -2.822 -3.401 0.226 -0.126 -0.007 0.04
H -1.592 -2.520 -4.670 0.060 0.106 -0.064 0.08
H 1.460 -1.490 -3.804 -0.058 0.143 -0.037 0.01
H 1.966 0.098 -4.375 0.099 0.080 -0.046 0.07
H 1.006 -0.950 -5.432 0.007 -0.015 -0.122 0.08
H 1.480 2.272 -3.297 -0.145 -0.097 0.056 0.09
H 0.075 3.347 -3.294 0.115 0.047 0.017 0.07
H 0.673 2.689 -4.817 0.005 -0.085 -0.052 0.08
H -1.962 3.421 -2.750 0.160 0.275 0.564 0.06
H -2.637 2.512 -1.195 0.055 0.339 -0.708 0.09
H -3.424 2.545 -2.877 -0.706 -0.056 0.431 0.07
H -3.479 -1.376 -1.986 -0.083 0.181 -0.075 0.00
H -4.208 -0.490 -3.338 -0.159 0.052 -0.121 0.09
H -3.977 0.305 -1.767 -0.090 0.132 0.006 0.08
H 0.405 1.176 -0.073 0.688 -0.529 -1.464 -0.06
O -3.193 3.004 0.192 -0.514 0.814 -1.517 -0.20
H -2.786 2.341 0.726 0.849 -1.095 0.846 -0.06
C 4.069 -0.978 6.751 -0.053 -0.105 0.052 -0.08
C 2.936 -0.726 5.789 -0.499 -0.008 -0.402 -0.30
C 1.595 -0.658 6.209 0.460 0.175 -0.302 -0.06
C 0.571 -0.382 5.289 0.238 -0.230 -0.315 -0.06
C 0.846 -0.213 3.914 1.318 0.574 1.187 -0.24
C 2.200 -0.196 3.534 -0.323 -0.233 -0.135 -0.05
C 3.210 -0.525 4.431 -0.039 0.240 0.402 -0.06
S -0.397 -0.202 2.624 -0.235 -2.596 -0.606 0.47
O -1.473 -0.981 3.272 0.649 1.435 -0.632 -0.37
O -0.707 1.143 2.156 0.031 -0.341 0.542 -0.35
O 0.349 -1.021 1.608 -1.132 1.131 0.517 -0.45
H 4.082 -0.227 7.550 0.012 -0.096 -0.084 0.07
H 3.993 -1.963 7.224 0.017 0.083 -0.024 0.07
H 5.023 -0.926 6.220 -0.069 -0.031 0.129 0.06
H 1.386 -0.853 7.272 -0.140 0.244 -0.507 0.10
H -0.450 -0.332 5.651 -0.031 -0.161 -0.234 0.10
H 2.467 0.031 2.505 -0.223 -0.304 0.028 0.12
H 4.239 -0.641 4.073 -0.324 0.255 0.100 0.10
```
Forces are in eV/Å.

The expectation value of S² is 6.0400. The value obtained for the LUMO energy (alpha / beta) is 4.435 / 3.293 eV. Its net charge is -2. As for the multiplicity: 5.

=====

no.,energy (hartree)
1,-2714.1131
2,-2265.4058
3,-6668.5090
4,-2484.7531